Molecular formula: C7H10
Method: DFT, ωB97M-V/def2-TZVPD

Last column: Löwdin charge in e.
Geometry (Å):
C  -1.715  -0.342  -0.059  -0.110
C  -2.146  1.121  -0.150  -0.099
C  -0.788  0.745  0.268  -0.262
C  1.283  -1.363  -1.115  -0.017
C  1.407  -1.125  0.188  -0.191
C  1.642  0.263  0.736  -0.205
C  0.418  1.148  0.631  -0.065
H  -1.594  -0.922  -0.972  0.095
H  -2.102  -0.922  0.778  0.105
H  -2.240  1.532  -1.156  0.102
H  -2.868  1.512  0.565  0.097
H  1.026  -2.344  -1.510  0.056
H  1.382  -0.557  -1.844  0.072
H  1.263  -1.933  0.907  0.101
H  2.440  0.749  0.157  0.111
H  2.011  0.227  1.771  0.106
H  0.580  2.211  0.806  0.106

Cartesian forces, eV/Å:
0.0 -0.2 0.0
-0.1 0.2 0.0
0.1 0.1 0.0
0.0 0.0 0.2
-0.1 -0.1 -0.2
0.0 0.0 0.0
-0.2 0.0 -0.1
0.0 0.2 0.1
0.1 0.1 -0.1
0.0 -0.1 0.2
0.1 -0.1 -0.1
0.2 0.1 0.1
0.0 -0.1 0.2
0.0 0.1 -0.2
-0.1 -0.1 0.1
-0.1 0.0 -0.2
0.0 -0.1 -0.1

Structure (SMILES): C=CCC=C1CC1
Gap between HOMO and LUMO, hartree: 0.37661
HOMO level, hartree: -0.33366


Molecular formula: C6H12BN2O3
Method: DFT, ωB97M-V/def2-TZVPD

Last column: Löwdin charge in e.
Geometry (Å):
B  3.855  1.920  0.613  -0.670
C  2.437  1.300  0.925  0.081
C  1.535  0.844  0.013  -0.013
C  -2.793  -0.999  0.630  -0.163
C  -0.622  -0.343  -0.293  -0.323
C  -3.514  -2.222  1.103  -0.047
C  -1.806  -0.824  -2.476  0.021
N  -1.610  -1.002  0.278  0.159
N  0.295  0.189  0.496  0.168
O  3.874  2.875  -0.375  0.153
O  4.878  1.567  1.412  0.188
O  -0.758  -0.222  -1.626  -0.001
H  2.356  0.989  1.944  0.095
H  1.586  1.138  -0.967  0.097
H  -3.380  -0.032  0.630  0.160
H  -2.896  -2.528  2.035  0.126
H  -4.659  -2.029  1.206  0.119
H  -3.388  -3.046  0.340  0.099
H  -1.489  -0.579  -3.452  0.080
H  -2.813  -0.425  -2.242  0.100
H  -1.858  -1.999  -2.361  0.144
H  0.389  -0.029  1.450  0.148
H  4.603  3.519  -0.578  0.141
H  5.777  1.938  1.295  0.137

Cartesian forces, eV/Å:
-0.2 1.5 -0.8
-0.4 -1.6 -1.7
0.1 0.6 4.2
-2.5 1.3 0.3
-3.5 -0.3 -0.6
-0.3 -0.7 0.2
-0.7 -2.4 2.1
1.9 -1.3 -0.1
2.7 1.3 -3.7
0.6 0.8 -0.5
1.0 -0.2 0.4
1.9 0.6 1.1
-0.5 -0.2 0.8
-0.2 0.2 -2.4
0.6 -0.8 0.0
-1.7 0.2 -1.2
2.3 -0.4 0.4
0.0 0.8 0.8
0.3 0.3 -0.9
0.8 0.0 -0.1
0.4 2.4 0.0
-0.7 -0.6 1.3
-0.9 -1.4 0.6
-1.0 -0.2 -0.1

Structure (SMILES): C/C=N/C(=[NH+]/C=C/B(O)O)OC
Gap between HOMO and LUMO, hartree: 0.34843
HOMO level, hartree: -0.47232
Total charge: +1


Molecular formula: C5H6O
Method: DFT, ωB97M-V/def2-TZVPD

Last column: Löwdin charge in e.
Geometry (Å):
O  2.304  -0.721  0.649  0.072
C  1.229  -0.317  0.270  -0.475
C  0.027  -1.125  -0.049  -0.105
C  -1.170  -0.178  0.148  -0.169
C  -0.530  1.161  -0.141  -0.070
C  0.804  1.063  -0.183  -0.017
H  -0.082  -2.145  0.336  0.125
H  0.600  -1.046  -1.076  0.184
H  -2.059  -0.419  -0.446  0.110
H  -1.530  -0.185  1.198  0.126
H  -1.105  2.079  -0.251  0.109
H  1.511  1.833  -0.455  0.109

Cartesian forces, eV/Å:
-0.1 0.6 0.0
0.4 0.3 0.7
0.4 -0.1 -0.6
0.2 -0.1 -0.2
0.2 0.0 0.0
0.1 0.3 0.4
0.4 0.3 -0.2
-2.5 -1.2 0.3
0.3 0.2 -0.2
0.4 -0.3 -0.4
0.2 -0.2 -0.2
0.0 0.1 0.3

Structure (SMILES): O=C1C=CCC1
Gap between HOMO and LUMO, hartree: 0.37304
HOMO level, hartree: -0.34504


Molecular formula: C3H3O2Yb
Method: DFT, ωB97M-V/def2-TZVPD

Last column: Löwdin charge in e.
Geometry (Å):
C  -1.842  0.336  0.699  0.381
C  -1.067  1.162  -0.028  0.183
H  -2.150  0.238  1.740  0.137
H  -0.452  1.927  0.469  0.142
H  -1.184  1.250  -1.114  0.137
O  0.026  -1.603  0.618  0.330
C  0.850  -1.091  -0.043  -0.273
Yb  3.914  -1.160  -1.768  1.926
O  1.905  -1.059  -0.572  0.037

Cartesian forces, eV/Å:
-1.6 -1.0 1.3
0.5 2.2 -1.1
0.1 -0.2 0.0
0.0 -0.1 0.0
0.2 -0.3 0.0
0.9 2.9 -1.9
-0.6 -4.9 2.8
0.5 -0.2 -0.2
0.0 1.7 -0.9

Gap between HOMO and LUMO (alpha / beta), hartree: 0.32843 / 0.28767
HOMO level (alpha / beta), hartree: -0.83200 / -0.87540
Spin multiplicity: 3
Total charge: +3
Expectation value of S²: 2.004


Molecular formula: C6H7N
Method: DFT, ωB97M-V/def2-TZVPD

Last column: Löwdin charge in e.
Geometry (Å):
C  0.391  1.510  -0.210  -0.076
C  1.647  1.301  0.080  -0.057
C  -2.649  0.637  -0.007  -0.014
C  2.031  -0.155  0.135  -0.214
C  0.740  -0.983  -0.299  -0.106
C  -0.300  0.071  -0.200  -0.276
N  -1.521  0.001  0.033  0.041
H  -0.273  2.318  -0.480  0.074
H  -3.118  0.612  -1.027  0.090
H  -2.914  1.318  0.770  0.056
H  2.950  -0.221  -0.407  0.076
H  2.280  -0.236  1.291  0.139
H  0.773  -1.464  -1.308  0.126
H  0.457  -1.741  0.532  0.140

Cartesian forces, eV/Å:
-0.6 -1.5 -0.5
-0.5 -0.1 -0.5
0.0 -0.1 -1.7
-0.3 0.9 2.7
0.4 -1.0 2.1
0.7 2.0 0.0
0.1 -0.5 -0.8
0.1 0.3 0.3
-0.1 0.1 1.4
-0.5 0.2 0.5
0.5 -0.9 -0.4
-0.4 -0.7 -2.3
0.0 0.4 0.9
0.8 0.7 -1.7

Gap between HOMO and LUMO (alpha / beta), hartree: 0.20048 / 0.31016
HOMO level (alpha / beta), hartree: -0.23615 / -0.29878


Molecular formula: C24H37F15InO3S
Method: DFT, ωB97M-V/def2-TZVPD

Last column: Löwdin charge in e.
Geometry (Å):
C  1.225  5.721  1.682  -0.113
C  2.118  5.257  0.542  -0.247
C  1.476  4.265  -0.467  -0.203
C  0.137  3.660  -0.079  -0.199
C  0.159  2.573  1.024  -0.188
C  1.531  2.009  1.367  -0.197
C  2.055  1.012  0.322  -0.194
C  3.578  1.084  0.170  -0.203
C  4.123  0.401  -1.082  -0.213
C  4.070  -1.121  -1.028  -0.192
C  2.700  -1.733  -1.338  -0.208
C  1.983  -1.155  -2.569  -0.201
C  1.301  -2.195  -3.458  -0.215
C  0.439  -3.208  -2.698  -0.321
C  -1.063  -2.953  -2.878  -0.290
In  -1.686  -1.261  -1.579  0.703
C  -0.781  -1.385  0.466  -0.242
C  -1.182  -2.705  1.117  -0.185
C  -0.937  -2.805  2.615  -0.447
F  -1.364  -1.643  3.219  0.097
F  -1.658  -3.809  3.198  0.100
C  0.531  -2.916  3.109  -0.389
F  1.196  -1.769  2.796  0.105
F  0.540  -3.047  4.466  0.106
S  1.553  -4.343  2.390  0.772
F  1.484  -5.177  3.744  -0.140
F  2.884  -3.642  2.916  -0.137
F  1.670  -3.572  1.024  -0.122
F  0.269  -5.106  1.887  -0.123
F  2.444  -5.493  1.768  -0.121
C  -3.934  -1.497  -1.169  -0.271
O  -4.364  -2.469  -0.560  -0.012
C  -5.047  -0.479  -1.660  -0.423
F  -6.043  -1.169  -2.288  0.102
F  -4.520  0.377  -2.580  0.073
C  -5.702  0.363  -0.543  -0.355
F  -6.960  0.710  -0.894  0.144
F  -5.786  -0.352  0.606  0.144
C  -4.905  1.657  -0.208  -0.366
F  -5.240  2.627  -1.089  0.145
F  -3.586  1.418  -0.266  0.137
C  -5.228  2.121  1.228  -0.419
O  -4.437  2.006  2.128  0.159
O  -6.454  2.639  1.362  0.154
H  0.724  4.911  2.197  0.058
H  0.508  6.464  1.353  0.071
H  1.846  6.222  2.423  0.066
H  3.044  4.840  0.925  0.087
H  2.399  6.147  -0.016  0.092
H  1.313  4.807  -1.396  0.101
H  2.200  3.492  -0.704  0.086
H  -0.577  4.427  0.201  0.099
H  -0.269  3.203  -0.978  0.101
H  -0.460  1.744  0.691  0.092
H  -0.298  2.951  1.937  0.097
H  1.421  1.463  2.303  0.109
H  2.267  2.780  1.574  0.091
H  1.820  0.020  0.694  0.078
H  1.544  1.126  -0.629  0.113
H  4.043  0.690  1.071  0.114
H  3.867  2.135  0.117  0.095
H  3.606  0.817  -1.942  0.099
H  5.167  0.696  -1.189  0.102
H  4.313  -1.397  -0.001  0.105
H  4.845  -1.583  -1.634  0.102
H  2.782  -2.809  -1.455  0.106
H  2.074  -1.579  -0.467  0.058
H  2.718  -0.628  -3.174  0.101
H  1.253  -0.410  -2.269  0.074
H  0.622  -1.649  -4.112  0.097
H  2.015  -2.672  -4.124  0.101
H  0.680  -4.213  -3.055  0.094
H  0.656  -3.215  -1.633  0.065
H  -1.595  -3.839  -2.529  0.026
H  -1.340  -2.822  -3.920  0.024
H  -1.445  0.349  -2.295  -0.075
H  0.302  -1.309  0.419  -0.005
H  -1.152  -0.520  1.003  0.032
H  -0.701  -3.514  0.583  0.095
H  -2.255  -2.858  1.012  0.108
H  -6.529  2.834  2.304  0.135

Cartesian forces, eV/Å:
0.6 0.2 0.3
-0.4 -0.1 -0.4
0.0 0.7 0.2
0.0 -0.8 0.0
0.2 0.3 -0.1
-0.3 -0.6 0.0
0.5 0.0 0.6
-0.4 0.3 -0.5
0.4 0.0 0.4
-0.4 -0.1 0.3
-0.1 0.3 -0.2
0.5 -0.3 -0.1
-0.4 0.4 0.3
-0.4 -0.3 -0.6
0.0 0.1 0.8
0.1 0.4 -0.4
-0.1 -0.3 -0.5
-0.2 0.4 0.0
-0.2 0.6 -0.1
0.0 -0.4 0.0
0.3 0.1 -0.1
0.3 0.6 0.7
-0.5 -0.9 0.3
0.1 0.2 -1.0
0.3 -0.1 0.6
0.0 0.0 -0.1
0.0 0.0 0.0
0.0 0.2 -0.3
-0.1 -0.1 -0.1
0.1 0.0 0.0
0.0 -0.8 0.5
0.1 0.9 -0.6
0.0 -0.5 -0.1
0.1 0.1 0.1
-0.2 -0.1 0.1
0.2 0.1 -0.1
0.1 0.1 0.1
0.0 0.0 -0.1
-0.3 0.0 0.1
0.2 0.0 0.1
-0.2 0.0 -0.1
0.8 -0.1 0.7
-0.6 0.1 -0.6
0.2 -0.2 -0.3
-0.2 -0.2 0.0
-0.4 0.0 -0.1
0.1 0.1 0.2
0.1 -0.1 0.2
0.3 0.2 -0.1
0.0 0.1 -0.2
0.0 -0.2 -0.1
-0.1 0.3 0.0
-0.1 -0.1 -0.2
-0.2 -0.1 0.1
-0.1 0.1 0.1
0.0 0.0 0.2
0.1 0.3 -0.1
-0.2 -0.1 -0.2
0.0 0.2 -0.2
0.2 -0.1 0.1
0.0 0.2 0.0
-0.1 -0.1 -0.2
0.2 0.1 0.0
0.2 -0.2 0.1
0.1 0.1 -0.4
0.2 -0.3 0.0
-0.1 -0.1 0.0
0.1 0.2 -0.2
-0.2 0.1 0.1
0.0 0.1 -0.2
0.3 -0.2 0.1
0.1 -0.2 0.0
0.2 0.0 0.2
-0.2 -0.1 0.1
0.1 0.1 -0.2
0.1 -0.1 0.1
0.0 0.1 -0.1
-0.1 0.1 0.3
0.0 -0.2 0.1
-0.2 -0.1 0.1
-0.2 0.1 0.2

Gap between HOMO and LUMO, hartree: 0.27525
HOMO level, hartree: -0.18783
Total charge: -1


Molecular formula: C4H24BO20
Method: DFT, ωB97M-V/def2-TZVPD

Last column: Löwdin charge in e.
Geometry (Å):
O  -0.564  2.012  -0.698  0.115
C  -0.024  1.089  -0.147  -0.350
O  0.974  0.428  -0.678  0.251
B  1.350  -0.687  0.253  -0.840
O  0.467  -0.528  1.430  0.254
C  -0.350  0.494  1.226  -0.344
O  -1.179  0.931  1.963  0.161
O  2.737  -0.723  0.693  0.209
C  3.387  -1.750  0.179  -0.373
O  4.526  -2.037  0.308  0.193
C  2.304  -2.595  -0.554  -0.351
O  1.149  -1.958  -0.475  0.235
O  2.517  -3.587  -1.176  0.133
O  0.552  4.965  -1.929  -0.054
H  0.825  5.692  -1.359  0.031
H  1.128  4.232  -1.684  0.035
O  1.244  -4.302  -3.999  -0.059
H  1.569  -4.046  -3.125  -0.006
H  0.310  -4.481  -3.858  0.016
O  4.067  1.282  2.268  -0.063
H  3.655  0.602  1.705  0.005
H  3.726  2.119  1.938  0.028
O  -0.599  3.816  4.111  -0.086
H  -0.605  3.665  3.159  -0.003
H  -1.049  3.039  4.488  -0.007
O  -0.378  -4.770  -1.399  -0.041
H  0.065  -4.800  -0.541  0.063
H  -0.510  -5.692  -1.644  0.067
O  -1.382  4.273  0.832  -0.053
H  -1.343  3.584  0.149  0.002
H  -1.289  5.101  0.351  0.041
O  -3.666  2.539  0.070  -0.082
H  -3.177  3.223  0.564  0.010
H  -3.912  1.842  0.703  -0.016
O  -2.146  1.420  4.472  -0.066
H  -2.102  0.886  3.651  0.020
H  -2.504  0.820  5.135  0.043
O  -1.095  2.070  -3.446  -0.076
H  -1.919  1.580  -3.530  0.025
H  -0.823  1.937  -2.514  -0.008
O  -1.696  -2.339  -1.705  -0.076
H  -1.080  -3.093  -1.616  -0.019
H  -1.219  -1.692  -2.238  0.031
O  -4.847  0.639  1.864  -0.048
H  -4.398  -0.206  1.983  0.053
H  -5.542  0.456  1.218  0.057
O  4.322  -5.361  -2.467  -0.073
H  5.010  -5.119  -1.839  0.027
H  3.515  -4.971  -2.093  -0.011

Cartesian forces, eV/Å:
-0.2 0.1 0.4
0.2 0.3 -0.8
0.6 -0.7 0.8
-0.7 -0.1 -0.1
-0.2 0.2 -0.4
0.3 -0.1 0.0
-0.3 -0.2 0.2
0.3 0.9 0.0
-1.1 -0.8 0.0
0.8 0.0 0.0
0.0 1.2 -0.2
0.4 -0.3 0.3
-0.1 -1.0 -0.2
0.1 0.2 0.1
0.0 -0.1 0.0
-0.2 0.0 0.0
0.0 0.0 0.0
-0.1 0.0 0.0
0.0 0.1 0.1
-0.1 -0.1 -0.2
0.2 0.3 0.3
0.0 -0.1 0.1
0.1 -0.1 0.2
-0.2 0.0 0.0
0.1 0.2 -0.4
0.1 -0.4 0.3
0.1 0.1 -0.2
0.0 0.1 0.0
-0.1 0.0 0.0
0.3 -0.1 0.0
0.0 -0.1 0.0
0.0 0.1 0.1
-0.3 -0.5 0.0
0.3 0.5 0.0
-0.3 -0.7 -0.2
0.3 0.6 0.4
0.0 0.1 0.0
0.1 -0.3 0.3
0.0 0.1 0.1
-0.2 0.3 -0.5
0.2 -0.1 -0.1
-0.4 0.4 -0.1
0.0 -0.1 0.1
-0.2 -0.3 -0.1
0.0 0.1 0.0
0.1 0.0 0.1
-0.2 -0.2 0.1
-0.1 0.1 0.0
0.4 0.0 -0.1

Gap between HOMO and LUMO, hartree: 0.37197
HOMO level, hartree: -0.29730
Total charge: -1


Molecular formula: C4H20NO5
Method: DFT, ωB97M-V/def2-TZVPD

Last column: Löwdin charge in e.
Geometry (Å):
C  -1.050  0.917  0.588  -0.135
C  0.149  1.810  0.218  -0.177
C  0.121  2.110  -1.265  -0.176
C  1.083  1.757  -2.104  0.018
N  -0.657  -0.521  0.397  0.168
H  -1.192  1.015  1.653  0.114
H  -1.891  1.180  -0.035  0.125
H  0.185  2.706  0.835  0.126
H  1.093  1.313  0.464  0.073
H  -0.660  2.803  -1.558  0.107
H  0.896  2.003  -3.147  0.065
H  1.976  1.202  -1.839  0.060
H  -0.774  -0.844  -0.566  0.096
H  0.353  -0.548  0.569  0.086
H  -1.142  -1.105  1.074  0.117
H  -2.830  -1.430  -1.777  0.054
H  -2.143  -1.407  -3.154  0.060
O  -1.988  -1.265  -2.215  -0.045
H  2.191  -1.821  -1.421  0.054
H  1.179  -1.414  -2.459  0.051
O  1.236  -1.745  -1.554  -0.050
H  1.506  -1.599  2.784  0.077
H  0.968  -2.542  1.675  0.071
O  1.289  -1.648  1.845  -0.040
H  3.794  0.785  1.656  0.062
H  3.029  -0.062  0.707  0.022
O  3.101  0.863  0.980  -0.059
H  -3.350  -1.574  2.720  0.064
H  -3.557  -0.137  2.605  0.064
O  -2.915  -0.804  2.322  -0.052

Cartesian forces, eV/Å:
1.4 0.4 0.4
0.2 -0.5 -0.7
0.8 0.6 1.2
-0.8 0.0 -0.8
0.2 0.9 -0.6
-0.7 0.1 0.1
-0.5 -0.2 0.2
-0.4 0.2 -0.1
-0.2 0.0 0.0
-0.2 -0.3 -0.4
0.6 0.0 0.0
-0.2 0.0 0.1
-0.3 -0.1 -0.2
-0.2 -0.5 0.3
-0.1 -0.1 -0.1
-0.1 -0.1 -0.2
0.0 0.0 0.0
0.1 0.1 0.4
-0.2 -0.1 0.1
-0.2 0.0 0.0
0.4 0.2 0.0
0.0 -0.1 -0.1
0.2 -0.1 0.2
0.2 -0.1 0.1
-0.2 0.4 -0.2
-0.2 0.1 -0.1
0.5 -0.7 0.4
0.5 -0.2 -0.2
0.4 0.4 -0.3
-0.8 -0.3 0.5

Gap between HOMO and LUMO, hartree: 0.36603
HOMO level, hartree: -0.46791
Total charge: +1


| no. | largest force on an atom (eV/Å) |
| --- | --- |
| 1 | 0.3 |
| 2 | 4.7 |
| 3 | 2.8 |
| 4 | 5.6 |
| 5 | 2.9 |
| 6 | 1.1 |
| 7 | 1.4 |
| 8 | 1.6 |